(1)
DFT (wB97M-V/def2-TZVPD) results for a molecular structure, C10H5CdNO5S at a distorted geometry.

Properties
Energy, Eh: -1380.052173
Kohn-Sham gap, eV: 6.7

```
! wB97M-V def2-TZVPD RIJCOSX def2/J DEFGRID3
* xyz 2 1
O 3.480 -1.074 -3.995
C 2.739 -0.510 -3.346
Cd 0.849 0.928 -1.692
O 1.286 3.508 -3.282
C 1.148 2.518 -2.708
C -0.349 1.840 -0.643
O -1.105 2.416 0.019
C 2.253 1.428 -0.497
O 3.056 1.760 0.260
C -0.574 0.443 -2.870
O -1.473 0.183 -3.542
S 0.658 -1.315 -0.628
C -0.217 -1.162 0.733
N -1.538 -0.824 0.678
C -2.296 -0.756 1.808
C -1.732 -1.045 3.053
C -0.385 -1.395 3.129
C 0.380 -1.455 1.965
H -1.989 -0.622 -0.242
H -3.343 -0.490 1.741
H -2.335 -1.003 3.951
H 0.064 -1.630 4.085
H 1.424 -1.745 2.023
*
```

(2)
DFT (wB97M-V/def2-TZVPD) results for a molecular structure, C10H5Cl3O2S4Sr.

Properties
Energy, Eh: -3538.738603
Kohn-Sham gap, eV: 4.9

```
! wB97M-V def2-TZVPD RIJCOSX def2/J DEFGRID3
* xyz -2 1
Sr -0.426 0.163 -0.055
Cl 6.370 -4.447 0.084
C 4.830 -3.628 0.046
C 4.787 -2.255 0.211
C 3.567 -1.617 0.180
Cl 3.517 0.098 0.385
C 2.316 -2.280 -0.016
O 1.202 -1.680 -0.037
C 2.462 -3.697 -0.175
Cl 1.019 -4.620 -0.415
C 3.671 -4.361 -0.148
H 5.690 -1.685 0.362
H 3.702 -5.433 -0.276
O -7.939 -0.349 -0.064
C -6.728 -0.262 -0.118
S -5.626 -1.614 0.098
C -4.095 -0.734 -0.014
C -4.191 0.597 -0.233
S -2.923 1.771 -0.392
S -5.843 1.233 -0.374
S -2.668 -1.706 0.160
C 0.914 2.487 -0.094
H 1.677 2.610 -0.872
H 1.428 2.697 0.852
H 0.197 3.301 -0.234
*
```

(3)
DFT (wB97M-V/def2-TZVPD) results for a molecular structure, C10H5Cl7NORhS at a distorted geometry.

Properties
Energy, Eh: -4243.422066
Kohn-Sham gap (alpha / beta), eV: 4.3 / 4.0

```
! wB97M-V def2-TZVPD RIJCOSX def2/J DEFGRID3
* xyz 2 1
Rh 0.573 0.379 -1.472
Cl 0.611 1.141 5.853
C 0.310 1.177 4.214
C 0.957 0.209 3.365
Cl 1.997 -0.943 4.038
C 0.716 0.244 2.023
Cl 1.463 -0.857 0.942
C -0.162 1.220 1.445
O -0.392 1.272 0.203
C -0.810 2.179 2.325
Cl -1.841 3.304 1.614
C -0.572 2.152 3.679
Cl -1.320 3.272 4.710
Cl -1.695 1.159 -2.572
C -0.060 1.253 -3.150
Cl 2.643 0.260 -2.185
H 0.324 2.270 -3.186
H 0.105 0.655 -4.039
S 0.081 -3.681 -3.215
C -1.084 -3.375 -2.004
C -0.931 -2.135 -1.492
N 0.113 -1.448 -2.075
C 0.740 -2.152 -3.004
H -1.824 -4.111 -1.733
H -1.531 -1.662 -0.730
H 1.591 -1.784 -3.554
*
```

(4)
DFT (wB97M-V/def2-TZVPD) results for a molecular structure, C10H6MnN2O3 at a distorted geometry.

Properties
Energy, Eh: -1870.167263
Kohn-Sham gap (alpha / beta), eV: 7.3 / 4.6
<S²>: 8.791

```
! wB97M-V def2-TZVPD RIJCOSX def2/J DEFGRID3
* xyz 2 6
O 0.001 1.743 -2.708
C 0.001 1.254 -1.654
Mn 0.000 0.396 -0.001
C 1.417 -0.600 -0.492
C -1.419 -0.599 -0.495
O 2.347 -1.217 -0.861
O -2.347 -1.214 -0.860
N -0.005 -1.475 3.726
C -0.004 -1.492 2.365
N -0.002 -0.229 1.875
C 0.000 0.629 2.995
C 0.002 2.028 3.005
C 0.002 2.610 4.267
C 0.000 1.831 5.462
C -0.002 0.423 5.428
C -0.003 -0.139 4.167
H -0.007 -2.308 4.327
H -0.006 -2.408 1.774
H 0.004 2.563 2.054
H 0.004 3.710 4.328
H 0.001 2.341 6.428
H -0.004 -0.186 6.348
*
```